Here is a structure of composition C39H54F36N9O27S12 in a non-equilibrium geometry from the Open Molecules 2025 dataset. Energies are from the ωB97M-V functional and the def2-TZVPD basis.

```
177
C39H54F36N9O27S12 | the Open Molecules 2025 dataset | the ωB97M-V functional and the def2-TZVPD basis
C 0.72 -2.68 -4.05
C -0.58 -2.78 -4.78
C -0.71 -3.80 -5.92
C -2.11 -4.29 -6.11
C -2.79 -4.80 -4.87
C -2.94 -3.80 -3.71
N -1.61 -3.05 -3.65
O -1.56 -2.31 -2.64
C -3.18 -4.53 -2.35
C -3.94 -2.74 -3.92
C -1.04 -1.40 -5.25
H 0.96 -3.63 -3.58
H 0.56 -1.88 -3.33
H 1.51 -2.49 -4.74
H -0.02 -4.63 -5.73
H -0.38 -3.24 -6.82
H -2.01 -5.15 -6.80
H -2.67 -3.47 -6.58
H -2.14 -5.61 -4.54
H -3.68 -5.35 -5.18
H -4.17 -5.02 -2.40
H -3.26 -3.80 -1.48
H -2.40 -5.27 -2.12
H -3.85 -2.23 -4.89
H -3.79 -1.93 -3.15
H -4.92 -3.14 -3.72
H -1.89 -1.43 -5.95
H -0.34 -0.89 -5.89
H -1.20 -0.69 -4.42
C -1.94 0.75 -0.44
C -0.48 0.49 -0.03
C 0.21 -0.85 -0.48
C 1.77 -0.70 -0.46
C 2.20 0.47 -1.30
C 1.71 1.81 -0.80
N 0.19 1.77 -0.55
O -0.42 2.77 -0.71
C 2.07 3.05 -1.67
C 2.43 2.03 0.58
C -0.54 0.47 1.55
H -2.45 -0.16 -0.24
H -2.06 0.88 -1.50
H -2.44 1.59 0.06
H -0.12 -0.95 -1.53
H -0.26 -1.67 0.12
H 2.11 -1.62 -0.87
H 2.08 -0.67 0.57
H 1.88 0.38 -2.31
H 3.31 0.52 -1.37
H 1.59 3.01 -2.64
H 3.13 3.09 -1.90
H 1.64 3.95 -1.22
H 3.36 2.43 0.22
H 2.51 1.33 1.41
H 2.03 2.88 1.03
H 0.46 0.22 1.90
H -1.18 -0.40 1.85
H -0.98 1.35 1.97
C 1.03 1.54 6.47
C 0.02 2.44 5.72
C -1.26 2.92 6.51
C -1.04 4.25 7.22
C 0.40 4.49 7.58
C 1.31 4.72 6.34
N 0.89 3.59 5.38
O 1.38 3.73 4.21
C 2.72 4.35 6.74
C 1.03 6.11 5.89
C -0.40 1.62 4.47
H 1.30 1.83 7.46
H 1.98 1.49 5.89
H 0.54 0.56 6.44
H -1.35 2.01 7.18
H -2.16 2.87 5.94
H -1.68 4.33 8.07
H -1.44 5.01 6.56
H 0.73 3.63 8.23
H 0.53 5.41 8.10
H 3.45 4.69 6.02
H 2.87 3.26 6.91
H 3.01 4.89 7.63
H -0.05 6.23 5.82
H 1.36 6.39 4.92
H 1.47 6.81 6.63
H -1.20 0.91 4.71
H 0.46 1.08 3.98
H -0.83 2.33 3.81
C -8.80 -1.99 2.73
F -9.19 -0.65 2.71
F -9.55 -2.57 3.70
F -9.17 -2.51 1.52
S -6.97 -2.09 3.06
O -6.90 -1.31 4.25
O -6.88 -3.52 3.24
N -6.20 -1.37 2.00
S -6.02 -1.83 0.39
O -4.60 -1.87 -0.03
O -6.85 -2.90 -0.08
C -6.58 -0.24 -0.29
F -6.27 -0.39 -1.60
F -7.95 -0.19 -0.27
F -6.16 0.87 0.15
C 4.60 0.44 -5.52
F 5.57 1.13 -6.04
F 3.85 1.38 -4.84
F 3.82 0.01 -6.48
S 5.07 -0.76 -4.29
O 3.81 -1.27 -3.80
O 5.99 -1.60 -5.02
N 5.71 0.08 -3.21
S 7.21 0.43 -2.83
O 7.53 -0.10 -1.56
O 8.13 0.45 -3.91
C 7.03 2.23 -2.50
F 6.29 2.42 -1.39
F 8.18 2.76 -2.14
F 6.46 2.98 -3.39
C -2.17 4.95 1.48
F -3.42 5.45 1.65
F -2.10 3.62 1.74
F -1.79 5.20 0.25
S -1.11 5.82 2.75
O -1.54 7.17 2.69
O -1.46 5.12 3.95
N 0.39 5.60 2.37
S 1.35 6.64 1.65
O 1.35 6.57 0.21
O 1.35 7.95 2.29
C 2.99 5.94 1.97
F 3.31 6.02 3.23
F 3.19 4.67 1.60
F 3.76 6.77 1.29
C 2.32 -6.40 -2.73
F 2.47 -6.84 -1.50
F 2.61 -5.06 -2.75
F 3.17 -7.00 -3.52
S 0.66 -6.63 -3.55
O -0.02 -5.47 -3.03
O 0.96 -6.58 -4.97
N 0.17 -8.06 -3.12
S -0.50 -8.36 -1.72
O -0.47 -7.17 -0.89
O -1.68 -9.24 -1.81
C 0.57 -9.70 -1.02
F -0.08 -10.24 -0.03
F 0.89 -10.56 -2.01
F 1.72 -9.23 -0.54
C 0.88 4.26 -5.76
F 2.14 3.99 -5.44
F 0.41 5.12 -4.89
F 0.95 4.80 -6.97
S -0.14 2.64 -5.76
O 0.17 2.10 -7.11
O 0.37 2.12 -4.48
N -1.67 3.15 -5.61
S -2.96 2.31 -5.18
O -4.03 2.69 -5.99
O -2.74 0.95 -4.94
C -3.20 3.07 -3.52
F -3.99 2.29 -2.64
F -2.03 3.12 -2.99
F -3.72 4.25 -3.49
C 0.62 -3.71 3.40
F 0.90 -2.86 2.36
F -0.64 -4.12 3.40
F 1.33 -4.87 3.19
S 0.96 -2.87 4.98
O 0.05 -1.78 5.02
O 0.70 -3.90 5.96
N 2.48 -2.65 4.61
S 3.55 -1.57 5.20
O 4.02 -0.64 4.17
O 3.22 -1.08 6.52
C 4.97 -2.68 5.42
F 5.70 -2.07 6.34
F 4.59 -3.94 5.94
F 5.63 -2.80 4.29
```

LUMO energy ... 0.878 eV
Energy above the lowest of the compared OMol25 structures with the same formula, charge and spin ... 0.0 kJ/mol
Charge ... -3
E_HOMO ... -4.920 eV